# 1
21
Properties=species:S:1:pos:R:3:nbo_charge:R:1 method="wB97M-V/def2-TZVPD" gap_ev=8.2178 total_charge=0 lumo_energy_ev=0.58 relative_energy_kcal_mol=59.4
C -1.8337 1.3106 -1.6542 -0.29
C -0.5571 -1.3737 1.2763 -0.25
C -1.1418 0.2463 -1.1294 -0.30
C 0.2280 -0.1307 0.9992 -0.31
C -1.7799 2.3738 -0.7517 -0.09
C 0.0652 -2.3887 0.6545 -0.01
C -0.6421 0.6797 0.0999 0.14
C 1.4793 -0.7022 0.3426 0.16
C 2.7187 -0.1688 0.2051 -0.27
N -0.9185 1.9990 0.2600 -0.48
N 1.3054 -2.0140 0.1526 -0.60
Br 4.2271 -0.8709 -0.6189 0.12
Br 2.7337 1.7839 0.4542 0.01
H -2.3008 1.2270 -2.5464 0.21
H -1.3484 -1.3909 1.9200 0.22
H -1.1409 -0.6572 -1.6996 0.22
H 0.4944 0.3263 1.8896 0.24
H -2.3469 3.3730 -0.9183 0.22
H -0.2336 -3.4082 0.5686 0.21
H -0.8151 2.3594 1.1473 0.41
H 1.8069 -2.5736 -0.6514 0.42

***

# 2
22
Properties=species:S:1:pos:R:3:mulliken_spin:R:1 method="wB97M-V/def2-TZVPD" gap_ev="6.5049 / 7.7622" s_squared=2.01 total_charge=0 lumo_energy_ev="0.19 / -2.46" relative_energy_kcal_mol=0.0 multiplicity=3
C 2.5514 1.1917 1.7560 0.02
C 1.4983 1.0955 1.2071 0.02
C -2.1145 0.8075 1.0069 0.13
C -0.9018 1.3542 1.0698 0.54
C -1.3047 -1.0550 -0.2574 0.52
C -2.3775 -0.4038 0.3032 0.46
C 0.0966 -0.7351 0.0800 0.04
C 0.3737 0.8721 0.3621 0.01
C 1.0748 -1.3090 -1.0533 0.06
N 0.3211 1.5688 -1.0092 0.02
O -0.7659 1.9180 -1.3729 0.01
O 1.3724 1.7300 -1.6223 0.02
O 0.7644 -2.7535 -1.0606 0.00
Cl -4.0140 -0.8994 -0.0158 0.06
H 3.4362 1.2100 2.3276 0.00
H -2.9296 1.2925 1.5241 0.01
H -0.6474 2.3902 1.3710 0.00
H -1.2820 -1.8081 -1.0055 0.03
H 0.4486 -1.3928 0.8570 0.05
H 2.1362 -1.0158 -0.7646 0.00
H 0.7895 -0.9759 -2.0960 -0.01
H 1.4741 -3.0820 -1.6073 0.00

***

# 3
20
Properties=species:S:1:pos:R:3:nbo_charge:R:1 method="wB97M-V/def2-TZVPD" gap_ev=7.5140 total_charge=0 lumo_energy_ev=-0.68 relative_energy_kcal_mol=135.1
C -3.3760 0.4552 -0.1505 -0.22
C -2.6287 0.4214 -1.3177 -0.18
C -2.6791 0.2752 0.9979 -0.19
C -1.2822 -0.0071 -1.3648 -0.17
C -1.3488 -0.1946 1.0334 -0.16
C -0.6353 -0.2525 -0.1705 -0.23
C 3.6934 -0.4220 -0.1179 -0.47
C 3.0155 -0.0360 1.0000 -0.08
C 0.6838 -0.7207 -0.1331 -0.02
N 1.8791 0.7550 1.0092 -0.45
S 1.6374 -1.7834 -0.7317 0.37
Cl 1.7305 1.8866 -0.3460 0.04
H -4.3886 0.5839 -0.1783 0.22
H -3.0228 0.7043 -2.3442 0.22
H -3.1794 0.2047 2.0608 0.22
H -0.8075 0.0790 -2.2551 0.22
H -0.9110 -0.3681 2.0960 0.24
H 4.7221 -0.8924 0.1587 0.22
H 3.5996 -0.1184 -1.1421 0.22
H 3.2981 -0.5701 1.8958 0.21

***

# 4
22
Properties=species:S:1:pos:R:3:nbo_charge:R:1 method="wB97M-V/def2-TZVPD" gap_ev=9.5853 total_charge=0 lumo_energy_ev=-0.57 relative_energy_kcal_mol=0.0 smiles="N#C[C@@H](I)CS(=O)(=O)c1ccccc1"
N -1.2511 1.1907 -2.3798 -0.29
C -1.8338 1.3418 -1.4157 0.22
C -2.3965 1.4881 -0.1890 -0.42
I -4.5607 1.7405 -0.4364 0.14
C -1.9912 0.2936 0.7807 -0.68
S -0.3656 0.5135 1.6251 2.22
O -0.5698 -0.0802 2.9196 -0.92
O -0.1284 1.8986 1.6273 -0.96
C 0.8515 -0.2144 0.6418 -0.39
C 1.4152 0.5267 -0.4530 -0.15
C 2.1848 -0.1966 -1.3291 -0.22
C 2.6172 -1.4725 -1.1079 -0.18
C 2.0110 -2.1823 -0.0934 -0.21
C 1.0476 -1.5748 0.7501 -0.17
H -2.0825 2.4636 0.2381 0.30
H -2.7101 0.4963 1.5806 0.26
H -2.3009 -0.7099 0.3549 0.26
H 1.2046 1.5560 -0.7340 0.25
H 2.6255 0.4634 -2.0989 0.23
H 3.4747 -2.0541 -1.7050 0.24
H 2.0757 -3.3277 -0.0745 0.23
H 0.6825 -2.1603 1.4985 0.23

***

Please write out number 1 again, unchanged.
21
Properties=species:S:1:pos:R:3:nbo_charge:R:1 method="wB97M-V/def2-TZVPD" gap_ev=8.2178 total_charge=0 lumo_energy_ev=0.58 relative_energy_kcal_mol=59.4
C -1.8337 1.3106 -1.6542 -0.29
C -0.5571 -1.3737 1.2763 -0.25
C -1.1418 0.2463 -1.1294 -0.30
C 0.2280 -0.1307 0.9992 -0.31
C -1.7799 2.3738 -0.7517 -0.09
C 0.0652 -2.3887 0.6545 -0.01
C -0.6421 0.6797 0.0999 0.14
C 1.4793 -0.7022 0.3426 0.16
C 2.7187 -0.1688 0.2051 -0.27
N -0.9185 1.9990 0.2600 -0.48
N 1.3054 -2.0140 0.1526 -0.60
Br 4.2271 -0.8709 -0.6189 0.12
Br 2.7337 1.7839 0.4542 0.01
H -2.3008 1.2270 -2.5464 0.21
H -1.3484 -1.3909 1.9200 0.22
H -1.1409 -0.6572 -1.6996 0.22
H 0.4944 0.3263 1.8896 0.24
H -2.3469 3.3730 -0.9183 0.22
H -0.2336 -3.4082 0.5686 0.21
H -0.8151 2.3594 1.1473 0.41
H 1.8069 -2.5736 -0.6514 0.42